A structure of composition C32H59BN6OSSbV. Source: the Open Molecules 2025 dataset; level of theory: the ωB97M-V functional and the def2-TZVPD basis.

Structure (XYZ):
```
102
Properties=species:S:1:pos:R:3:forces:R:3:lowdin_charge:R:1
Sb -0.10025 3.02309 0.11288 0.06 0.12 -0.04 1.643
V 0.22725 0.23072 0.46287 -0.31 -0.80 -0.09 0.805
S -0.27926 -2.81607 1.25495 0.01 0.05 0.00 1.012
O 0.24788 -1.80015 0.21754 0.07 0.23 0.04 -0.609
N 2.20124 0.08808 0.50666 0.34 0.26 -0.10 -0.113
N 3.08140 0.20247 1.52212 -0.16 -0.09 0.22 -0.059
N -3.53102 -0.89972 -1.18776 0.05 0.05 0.03 -0.044
N 1.19992 0.24003 3.32983 0.09 -0.15 -0.05 -0.061
N 0.15023 0.14704 2.48232 0.01 0.13 -0.02 -0.088
N -1.77197 0.02284 0.02778 -0.14 0.26 0.26 0.000
C -0.95121 -0.01763 3.23692 -0.09 -0.01 -0.03 -0.151
C -1.57817 -6.41606 -1.16888 -0.03 0.01 0.04 -0.246
C -0.88283 3.20330 -2.85104 -0.07 0.02 0.03 -0.111
C -0.44173 -5.69871 -1.54748 0.01 0.03 0.01 -0.012
C 4.31220 0.04392 1.05755 -0.01 -0.01 -0.06 -0.034
C 0.75674 0.14239 4.58188 -0.04 -0.03 0.02 -0.052
C 1.21375 5.70363 1.14862 -0.12 0.04 -0.08 -0.087
C -0.75050 -4.20555 0.28880 -0.02 -0.06 -0.04 -0.415
C 2.69884 3.72997 0.90543 -0.02 -0.06 -0.02 -0.107
C -4.49174 -0.70244 -0.08956 0.08 0.06 -0.06 -0.167
C -4.36092 -3.02441 -2.17481 0.00 -0.04 -0.05 -0.047
C -2.03562 -7.60167 -1.96116 0.00 -0.06 -0.02 -0.027
C 2.92000 -0.16966 -0.61039 0.00 0.04 -0.16 -0.129
C -0.62153 -0.02386 4.57617 0.09 0.03 -0.02 -0.009
C -2.29305 -6.00032 -0.04696 0.05 0.03 -0.01 -0.021
C -4.32411 -1.69974 1.05072 -0.04 0.05 0.03 -0.048
C -3.14895 3.21038 -0.44490 0.07 0.00 -0.07 -0.113
C -2.19728 5.23187 0.63095 0.06 0.02 0.04 -0.095
C -1.29757 -0.82030 -2.17182 0.11 -0.02 -0.12 0.015
C 1.04525 3.85264 2.78716 -0.07 -0.08 -0.01 -0.109
C 4.26225 -0.19006 -0.31757 -0.02 -0.02 0.09 -0.004
C -2.25576 -0.55402 -1.05192 -0.10 -0.10 -0.05 -0.396
C -4.05905 -1.55302 -2.39600 0.05 0.10 -0.05 -0.175
C -2.12260 3.70715 0.57704 -0.17 0.08 0.07 -0.680
C 0.34467 3.46350 -1.98010 0.02 0.01 -0.18 -0.692
C -1.89314 -4.89110 0.68083 0.01 -0.05 -0.07 -0.079
C -0.01683 -4.59959 -0.82625 -0.07 0.04 0.10 -0.059
C -2.48442 3.13490 1.94915 0.05 -0.10 0.00 -0.112
C 1.21249 -3.38584 2.04794 0.01 -0.06 0.00 -0.177
C 1.44426 2.48696 -2.40184 -0.01 -0.07 0.07 -0.131
C 0.81816 4.89373 -2.21894 0.04 0.03 0.08 -0.099
C 1.29849 4.18855 1.31754 0.14 0.11 0.09 -0.674
B 2.73385 0.46071 3.02948 -0.05 0.04 -0.08 -0.378
H -4.14301 3.32818 -0.00726 -0.07 0.01 0.02 0.096
H -4.67521 -3.47530 -3.11434 -0.02 -0.02 -0.03 0.091
H -1.81991 5.70380 -0.27698 0.01 0.01 -0.02 0.081
H -3.13544 3.79805 -1.35988 0.02 -0.01 0.01 0.071
H 1.59938 -2.56084 2.64387 0.01 0.05 0.03 0.053
H -3.24290 5.52840 0.74110 -0.06 0.01 0.01 0.100
H -2.87907 -7.32835 -2.59662 -0.03 -0.01 -0.03 0.095
H -5.16693 -3.17018 -1.45801 -0.03 0.01 0.03 0.077
H 2.32931 2.52264 -1.76508 0.00 0.03 0.02 0.066
H 1.93061 -3.69026 1.28913 0.00 0.00 -0.04 0.078
H -4.95846 -1.00462 -2.68396 0.02 -0.06 -0.02 0.134
H -1.24422 -7.98456 -2.60164 0.01 0.00 -0.01 0.087
H -2.36727 -8.40450 -1.30521 -0.02 -0.02 0.01 0.093
H -3.30178 -1.72746 1.42982 0.05 0.02 0.01 0.047
H 0.92735 5.04726 -3.29535 0.01 0.01 -0.05 0.099
H -2.45846 -4.57222 1.54626 -0.02 0.03 0.06 0.112
H -1.65884 5.63978 1.48476 -0.01 -0.02 -0.02 0.068
H -1.21807 -1.88898 -2.37430 0.00 0.01 -0.02 0.106
H 1.02445 2.78092 2.98856 -0.01 0.00 -0.02 0.047
H 5.08832 -0.36182 -0.98124 0.04 -0.02 -0.05 0.114
H -1.62610 3.99286 -2.75676 0.01 0.00 0.01 0.076
H -3.48717 3.47235 2.22086 -0.05 0.04 0.02 0.100
H -3.47960 -3.55898 -1.81626 0.05 -0.01 0.01 0.071
H 2.95120 4.04640 -0.10704 -0.01 0.01 -0.03 0.072
H -1.27233 -0.13668 5.42192 -0.06 0.00 0.06 0.112
H 0.95145 -4.22477 2.69155 -0.01 -0.01 0.02 0.081
H 1.07274 1.45596 -2.41244 0.00 -0.01 0.02 0.047
H 5.15165 0.09559 1.72771 0.08 -0.01 0.05 0.145
H 1.45515 0.19171 5.39803 0.03 0.00 0.09 0.142
H -1.60548 -0.30775 -3.08307 0.00 -0.01 0.00 0.104
H -4.58358 -2.70556 0.72958 0.00 -0.05 -0.03 0.071
H 2.83130 2.65084 0.97643 -0.01 -0.05 0.01 0.048
H 1.38526 6.03739 0.12735 -0.01 -0.02 0.02 0.066
H -4.41909 0.33280 0.26000 0.02 -0.05 0.02 0.115
H -0.56934 3.18054 -3.89771 0.02 0.01 -0.05 0.099
H -3.17040 -6.55404 0.25879 -0.04 -0.01 0.02 0.128
H -2.48251 0.22796 0.71942 0.01 0.04 0.00 0.035
H 1.75831 2.71695 -3.42264 0.02 0.02 -0.05 0.102
H 0.11605 4.29498 3.14652 -0.03 0.01 0.00 0.073
H 1.79032 5.08976 -1.76897 0.01 0.00 0.03 0.071
H -4.98266 -1.42887 1.87516 -0.02 -0.01 0.01 0.094
H -1.80593 3.45058 2.74030 0.03 0.01 0.00 0.068
H 0.11149 5.63964 -1.85421 -0.02 -0.01 0.00 0.079
H -3.34281 -1.42693 -3.20436 -0.08 -0.03 0.04 0.108
H 0.26765 6.11575 1.49377 0.05 -0.02 -0.02 0.064
H 3.33188 -0.35402 3.67168 0.06 -0.01 0.08 0.083
H -1.91527 -0.13627 2.77311 -0.04 -0.01 0.02 0.093
H 0.12123 -6.01928 -2.41300 0.04 -0.01 -0.04 0.125
H -0.29612 -0.46048 -1.92364 -0.08 -0.02 -0.01 0.052
H -5.48402 -0.79625 -0.52870 0.02 0.00 0.03 0.132
H -1.36916 2.25010 -2.63225 -0.01 -0.06 0.02 0.059
H 0.86508 -4.04930 -1.12256 0.07 0.03 -0.03 0.118
H 3.42716 4.18761 1.57809 0.04 0.03 0.03 0.103
H 1.85448 4.27735 3.38498 0.04 0.02 0.03 0.103
H -2.49881 2.04214 1.94940 0.00 -0.01 -0.02 0.044
H -3.02451 2.16186 -0.71651 0.02 -0.05 0.02 0.044
H 3.02400 1.58644 3.31137 0.02 0.11 0.00 0.075
H 1.99750 6.14576 1.76795 0.05 0.03 0.03 0.102
H 2.42365 -0.33697 -1.55458 0.02 0.02 0.00 0.115
```
Positions in Å, forces in eV/Å.

Computed properties:
Orbital gap (alpha / beta) in eV: 7.44 / 8.33
ΔE to the lowest compared entry with this formula, charge and spin in kcal per mole: 1.5
HOMO (alpha / beta) in eV: -13.85 / -13.85
Spin multiplicity: 3
LUMO (alpha / beta) in eV: -6.411 / -5.517
Expectation value of S²: 2.02
Strongest force on any atom in eV/Å: 0.9
Charge: +2
Electronic energy in Ha: -3265.379215


A cluster of 7 separate species, C32H59BN7O16S7 in total at a distorted geometry. Source: the Open Molecules 2025 dataset; level of theory: the ωB97M-V functional and the def2-TZVPD basis.

Structure (XYZ):
```
122
Properties=species:S:1:pos:R:3:forces:R:3:lowdin_charge:R:1
S 5.83108 4.05255 6.10716 -0.46 0.75 0.70 0.642
S -8.57029 -2.88778 -6.53022 -0.56 -0.08 -0.28 0.676
S 0.23721 6.87918 -1.96886 -0.36 0.13 -0.05 0.667
S 1.44938 1.08521 0.68981 -0.66 -0.55 0.79 0.910
S -8.46729 -1.45729 -1.33479 0.03 -0.34 0.05 0.675
S -2.79485 1.71930 -1.16953 -0.45 0.05 0.14 0.665
S 5.05544 -6.57414 -2.01140 -0.05 0.19 -0.24 0.665
O 1.65472 6.97363 -1.69722 -0.17 0.16 0.15 -0.335
O 8.53896 -0.96094 5.76231 -3.42 -1.37 -0.92 0.002
O 7.19926 3.57979 6.08476 -0.21 -0.63 -0.26 -0.336
O 5.41134 -5.49299 -2.90247 -0.26 -0.35 0.02 -0.328
O 7.37257 -3.17331 6.13315 -0.58 2.95 -1.17 0.108
O -2.26911 2.53788 -0.09739 0.40 -0.02 -0.36 -0.334
O -0.89114 -0.49811 1.66791 1.49 1.60 3.55 -0.047
O 4.09295 -7.58745 -2.37493 0.19 0.32 -0.09 -0.315
O 6.78406 -3.13063 3.31390 -3.94 -1.60 -0.01 0.052
O -9.49514 -3.99563 -6.45200 0.46 0.11 0.35 -0.321
O -2.17577 1.66824 -2.47547 0.22 0.16 0.27 -0.325
O -7.51772 -2.69175 -5.55688 -0.11 -0.27 0.03 -0.332
O -7.71089 -0.76771 -0.30997 -0.28 0.27 -0.16 -0.338
O -0.71698 7.81651 -1.42046 0.51 -0.04 0.08 -0.327
O -9.48211 -0.79488 -2.12223 0.26 0.20 0.26 -0.318
O 4.71124 3.16157 6.32117 0.55 -0.45 -0.34 -0.331
N 5.60389 -0.72330 2.28539 1.07 5.23 4.33 0.212
N 6.89705 -1.95285 3.98687 1.95 2.71 3.13 0.036
N 4.32180 -4.00259 3.15838 6.04 1.56 2.30 0.197
N 6.44377 0.53679 4.11854 0.76 -2.59 0.53 0.125
N -0.65868 0.17298 3.99050 -2.18 -2.89 -6.45 0.022
N 5.75388 1.47251 3.37050 -1.07 -4.54 -3.38 0.134
N 0.29637 0.78636 3.23107 0.16 -1.10 -4.27 -0.044
C -4.52776 2.08642 -1.37873 -0.41 0.03 -0.12 -0.220
C -9.49796 -1.37094 -6.67284 -0.15 0.48 0.01 -0.227
C 5.71811 5.40980 7.25774 0.05 0.36 0.29 -0.223
C -8.42868 -1.59257 -8.84811 -0.10 0.11 -0.21 -0.217
C -5.18420 0.72126 -1.54304 -0.11 -0.06 -0.16 -0.228
C -7.50317 -3.78381 -2.18654 0.13 -0.24 -0.01 -0.207
C 8.08261 -0.59740 7.11924 1.04 -0.26 1.77 -0.054
C 5.28883 6.45428 5.10096 -0.21 0.34 -0.02 -0.203
C 0.07707 5.29735 -4.04654 0.06 -0.10 -0.02 -0.222
C -0.30143 5.21127 -1.61078 -0.21 -0.49 0.15 -0.225
C 0.00436 6.78647 -3.73553 0.05 -0.06 -0.52 -0.236
C -3.01704 0.04686 -0.57954 -0.06 -0.56 0.24 -0.219
C 5.53942 5.02071 4.62990 0.00 0.10 -0.59 -0.243
C 4.58559 -5.88858 -0.43266 -0.15 0.12 0.50 -0.241
C -4.52756 -0.18277 -0.49908 -0.21 -0.02 0.11 -0.215
C 0.20526 0.39384 1.85679 -0.15 1.06 5.22 -0.502
C 5.44776 -3.67265 3.48345 -2.85 -0.18 -3.20 -0.137
C 4.32195 1.35044 1.12606 -0.41 -0.40 1.09 -0.128
C -8.93197 -4.00680 -1.68834 -0.06 -0.07 -0.16 -0.215
C -7.85014 -2.83425 -8.16704 0.30 -0.03 -0.54 -0.222
C -8.76559 -0.58196 -7.75004 0.13 0.13 -0.04 -0.222
C -0.72971 4.60362 -2.94737 -0.06 -0.19 -0.14 -0.224
C 6.68154 -7.03080 0.04289 0.15 0.03 0.18 -0.220
C 5.27271 -6.78648 0.58725 -0.01 -0.14 0.11 -0.229
C 6.54601 -7.38261 -1.43976 0.54 -0.26 0.18 -0.224
C 6.04013 6.64097 6.42052 0.20 0.06 -0.10 -0.211
C -7.33627 -2.28619 -2.44516 0.32 -0.14 -0.29 -0.224
C 6.38091 -0.77874 3.54721 -2.68 3.26 -4.04 -0.129
C -9.17311 -2.93688 -0.63160 -0.26 -0.40 0.17 -0.232
C 5.24407 0.67438 2.27697 0.39 -0.23 -0.49 -0.151
C -1.38772 -0.59092 3.00468 1.92 2.10 3.55 -0.081
C 2.86159 1.57663 1.83490 0.35 -1.14 1.49 -0.458
B 7.65360 -1.99432 5.31239 0.87 -1.40 1.95 -0.466
H 5.65012 2.47717 3.59318 0.21 -1.11 0.05 0.159
H -7.29408 -4.36462 -3.08782 -0.02 0.14 0.05 0.116
H 5.29466 -6.32526 1.57710 -0.05 -0.06 -0.08 0.093
H -2.54177 -0.05680 0.39604 -0.04 0.15 -0.40 0.069
H -1.79728 4.78538 -3.10949 0.10 -0.04 0.02 0.122
H -0.31725 5.07537 -5.04049 0.06 0.03 0.09 0.118
H 0.54146 4.66978 -1.17725 -0.04 0.15 -0.01 0.101
H -9.63595 -3.88029 -2.51742 0.04 -0.02 0.09 0.123
H -0.98561 7.18833 -3.96310 0.09 0.02 0.10 0.110
H -10.51026 -1.62797 -6.99286 0.10 -0.07 0.08 0.113
H 6.94452 -0.50743 7.21317 1.53 0.06 -0.29 0.110
H 8.60453 0.38497 7.42059 -0.97 -1.59 -0.65 0.126
H -2.54753 -0.62978 -1.29641 0.04 0.18 0.00 0.114
H -4.66915 2.73777 -2.24116 0.18 0.02 0.09 0.112
H 6.93202 0.83338 4.97909 -0.26 -0.30 -0.71 0.165
H -6.76645 -2.76203 -8.05724 -0.12 -0.05 0.12 0.107
H -7.61354 -2.02432 -3.46712 0.00 0.00 0.16 0.070
H -9.34217 -1.86088 -9.38890 0.09 0.02 0.06 0.120
H 7.19457 -7.82451 0.59097 -0.03 0.09 -0.08 0.116
H 2.81630 0.83886 2.73020 -0.20 1.30 -1.50 0.083
H 4.97337 -4.86830 -0.38318 -0.04 -0.07 -0.09 0.103
H -1.12787 5.24280 -0.89975 0.20 0.09 0.03 0.101
H -0.57715 3.52268 -2.95479 -0.12 0.15 0.04 0.096
H -9.06720 -5.01079 -1.28059 -0.02 0.11 -0.04 0.119
H -10.22916 -2.77843 -0.41350 0.11 0.18 0.01 0.111
H 6.41379 5.25710 8.08279 -0.06 -0.18 -0.08 0.116
H -9.37565 0.24053 -8.12920 0.06 -0.07 0.07 0.119
H -4.87573 2.58373 -0.47038 0.11 -0.02 -0.06 0.115
H 6.51433 -3.00732 6.60665 1.02 -0.63 -0.54 0.134
H 6.43089 4.95609 4.00152 0.03 -0.02 0.13 0.108
H -7.84189 -0.15837 -7.34191 -0.10 -0.01 0.00 0.121
H -7.72670 -1.17942 -9.57607 -0.07 -0.08 0.07 0.117
H 7.27761 -6.11836 0.15202 -0.05 -0.07 -0.02 0.115
H -4.88954 0.08990 0.49755 -0.03 -0.04 -0.12 0.124
H 4.73639 2.36844 0.80944 -0.34 -1.64 0.36 0.124
H 7.11690 6.69259 6.22851 -0.08 0.01 0.08 0.125
H -6.26545 0.77725 -1.40744 0.16 -0.01 0.03 0.099
H -6.31801 -1.95342 -2.23929 -0.17 0.14 -0.01 0.086
H -4.77561 -1.23422 -0.66079 0.03 0.11 0.08 0.105
H -9.52665 -0.85997 -5.71016 0.00 -0.20 0.04 0.110
H 6.42479 -8.45739 -1.58650 -0.10 0.14 -0.07 0.108
H 4.20734 0.62883 0.23165 0.49 1.17 1.59 0.123
H -8.10898 -3.74655 -8.70582 0.07 -0.01 0.25 0.107
H -2.26736 -1.17026 3.43795 1.19 0.55 -1.83 0.144
H 3.49990 -5.88273 -0.33764 0.07 0.01 -0.19 0.110
H 4.21738 6.60535 5.26716 0.11 -0.04 -0.03 0.127
H -6.79420 -4.10624 -1.41618 -0.07 0.02 -0.04 0.117
H -8.62835 -3.16208 0.28826 -0.03 0.11 -0.06 0.108
H 0.77230 7.36973 -4.24350 -0.05 0.08 0.19 0.109
H 1.11760 4.95756 -4.01126 -0.06 0.06 -0.04 0.119
H 4.73825 -7.73858 0.66903 0.00 0.11 0.01 0.124
H 2.73676 2.62380 2.27624 0.08 -1.44 -0.91 0.092
H 5.74335 7.56023 6.92903 0.04 -0.12 -0.04 0.126
H 8.43633 -1.44452 7.82333 -0.66 1.56 -1.00 0.123
H -4.98826 0.32930 -2.54719 0.01 0.08 0.03 0.124
H 4.69233 5.44553 7.63177 0.08 -0.13 -0.05 0.117
H 5.60839 7.17791 4.34793 -0.06 -0.12 0.06 0.125
H 7.39738 -7.02232 -2.01845 -0.22 -0.06 -0.11 0.105
H 4.67707 4.61605 4.09577 0.03 -0.07 0.10 0.097
```
Positions in Å, forces in eV/Å.

Computed properties:
Orbital gap in eV: 7.32
HOMO in eV: -10.97
LUMO in eV: -3.656
Strongest force on any atom in eV/Å: 7.4
Charge: +1
Electronic energy in Ha: -5653.495532